# C6H14O2

A 3-piece molecular cluster, C6H14O2 overall at a distorted geometry (the ωB97M-V functional and the def2-TZVPD basis, the Open Molecules 2025 dataset).

Element x y z (Å)
C -2.373 0.771 1.225
C -1.886 -0.048 0.017
C -2.817 -0.471 -0.863
C -0.076 -1.580 -0.822
C -0.515 -0.338 -0.181
C 0.534 0.585 0.273
H -3.250 1.332 0.935
H -1.647 1.482 1.571
H -2.630 0.061 2.004
H -3.856 -0.293 -0.603
H -2.593 -0.889 -1.835
H 0.616 -2.149 -0.220
H -0.904 -2.174 -1.136
H 1.076 0.115 1.102
H 0.124 1.528 0.621
H 1.242 0.771 -0.535
H 3.316 0.388 0.014
H 0.479 -1.305 -1.727
O 3.279 -0.393 -0.637
H 4.279 1.856 0.768
H 4.184 -0.659 -0.841
O 3.419 1.412 0.870

Calculated values
- Kohn-Sham gap (alpha / beta): 8.9 / 8.3 eV
- DFT total energy: -10532.808 eV
- Charge: +1
- LUMO (alpha / beta): -6.05 / -6.43 eV
- 2S+1: 2
- HOMO (alpha / beta): -14.95 / -14.73 eV